(1)
ORCA calculation (wB97M-V/def2-TZVPD) on a cluster of 2 separate species, C11H12NO2 in total.

Calculated values
lowest unoccupied orbital energy	3.239	eV
HOMO energy	-4.7	eV
total charge	-1

```
26
Properties=species:S:1:pos:R:3:forces:R:3:lowdin_charge:R:1
C -2.009 -3.589 0.264 -0.118 -0.037 -0.146 -0.070
C -1.628 -1.274 -0.738 0.020 -0.021 0.262 -0.059
C 0.230 -0.597 0.231 0.094 0.159 0.878 -0.211
C -1.283 -2.285 0.119 -0.493 -0.340 -0.206 -0.249
C -0.092 -1.864 0.777 0.106 0.185 -0.067 -0.151
C 1.372 0.105 0.643 0.357 -0.100 -0.847 -0.018
C 2.198 -0.479 1.572 -0.091 -0.347 -0.236 -0.117
C 0.754 -2.418 1.743 0.325 -0.644 0.106 -0.055
C 1.907 -1.760 2.094 0.040 0.989 0.492 -0.129
N -0.749 -0.230 -0.629 -0.112 0.056 -0.913 0.100
H -0.737 0.667 -1.175 0.002 -0.016 0.213 0.099
H -2.467 -1.271 -1.419 0.089 0.253 -0.005 0.118
H 1.718 0.963 0.070 -0.368 0.236 0.373 0.113
H -2.674 -3.631 1.134 0.190 0.021 0.090 0.068
H -1.305 -4.420 0.324 0.021 -0.071 0.142 0.066
H 3.108 0.036 1.847 0.075 -0.073 0.093 0.088
H 0.562 -3.390 2.198 -0.169 0.129 -0.175 0.100
H 2.571 -2.126 2.866 -0.037 -0.353 -0.033 0.082
H -2.644 -3.793 -0.605 0.091 0.150 0.023 0.067
C -0.227 3.701 -0.052 -0.510 -0.613 -0.101 -0.047
C 0.049 3.249 -1.506 -0.121 0.400 0.214 -0.769
O -0.511 2.171 -1.858 0.043 -0.308 -0.217 -0.119
O 0.792 3.976 -2.180 0.005 -0.087 -0.083 -0.068
H -0.388 4.778 0.014 0.459 -0.025 0.075 0.055
H 0.602 3.326 0.554 0.071 0.460 0.121 0.053
H -1.125 3.204 0.327 0.030 -0.006 -0.052 0.056
```
Positions in Å, forces in eV/Å.

(2)
ORCA calculation (wB97M-V/def2-TZVPD) on the ion C6H9IN with charge +1.

Calculated values
lowest unoccupied orbital energy (alpha / beta)	-5.844 / -5.842	eV
HOMO energy (alpha / beta)	-13.3 / -13.3	eV
total charge	+1

```
17
Properties=species:S:1:pos:R:3:forces:R:3:lowdin_charge:R:1
C 0.881 -0.059 -0.744 -1.398 1.239 0.184 0.008
C -2.559 -0.057 -0.107 -2.195 1.956 -1.454 -0.462
C -0.192 -1.081 -0.789 0.418 0.459 -0.177 -0.091
C 1.605 0.896 -0.531 -2.135 -2.633 -0.315 -0.084
C 2.616 1.865 -0.463 0.652 2.204 1.339 -0.081
C -1.044 -0.499 1.611 1.234 -0.078 0.703 -0.005
N -1.433 -0.831 0.162 1.897 0.746 2.231 -0.281
I -3.470 -0.492 -1.900 0.337 0.102 0.222 1.019
H -0.725 -1.339 -1.734 1.049 0.368 0.428 0.084
H 0.333 -1.905 -0.339 -0.508 -1.075 -0.020 0.122
H 2.515 2.464 -1.347 0.668 0.083 -0.908 0.088
H 3.556 1.314 -0.346 0.118 0.746 -0.118 0.108
H 2.471 2.697 0.313 0.227 -1.657 -0.485 0.130
H -0.274 -1.206 1.860 0.055 -0.864 0.342 0.093
H -0.483 0.424 1.770 -0.530 0.383 -1.045 0.104
H -1.856 -0.495 2.359 0.006 -0.355 -1.038 0.116
H -1.942 -1.696 0.223 0.105 -1.624 0.109 0.135
```
Positions in Å, forces in eV/Å.

(3)
ORCA calculation (wB97M-V/def2-TZVPD) on a structure of composition C17H24B3Br27I2O4.

Calculated values
lowest unoccupied orbital energy	-0.240	eV
HOMO energy	-8.7	eV

```
77
Properties=species:S:1:pos:R:3:forces:R:3:lowdin_charge:R:1
C 7.011 -1.539 -0.406 0.155 -0.092 0.021 -0.090
O 6.898 -0.401 -1.240 -0.470 0.008 0.142 -0.305
C 6.211 -0.616 -2.461 0.294 0.022 -0.350 -0.224
C 5.725 0.706 -3.041 -0.200 -0.325 -0.060 -0.159
C 4.431 1.292 -2.435 0.195 0.344 0.188 -0.169
C 4.105 0.858 -0.989 -0.189 0.059 0.039 -0.063
B 3.251 -0.445 -0.907 0.426 0.060 -0.222 -0.536
O 3.562 -1.491 -0.038 -0.422 -0.005 -0.062 0.247
B 2.990 -2.729 -0.258 0.406 0.100 -0.246 -0.328
O 2.265 -2.919 -1.419 -0.652 0.083 0.787 0.237
B 1.490 -1.798 -1.713 0.487 -0.226 -0.563 -0.701
C -0.041 -1.957 -1.946 -0.175 0.196 -0.099 -0.651
I -0.528 -3.210 -3.539 0.093 -0.014 -0.039 0.923
C -0.937 -1.346 -1.178 -0.058 -0.013 0.019 -0.800
C -0.597 -0.437 -0.018 -0.363 -0.136 -0.062 -0.173
I -3.015 -1.536 -1.451 0.095 0.023 -0.027 0.850
O 2.140 -0.585 -1.737 -0.238 -0.128 0.567 0.292
H 6.794 -1.248 0.625 0.058 0.028 -0.076 0.094
H 8.026 -1.948 -0.458 -0.071 -0.005 0.002 0.090
H 6.303 -2.322 -0.690 0.006 0.051 -0.008 0.085
H 5.381 -1.326 -2.333 -0.023 0.068 0.141 0.122
H 6.906 -1.082 -3.176 -0.081 -0.014 0.026 0.129
H 5.547 0.517 -4.105 0.084 0.121 0.030 0.114
H 6.549 1.421 -2.984 -0.041 -0.032 0.055 0.085
H 4.516 2.384 -2.442 0.027 -0.084 -0.093 0.098
H 3.579 1.063 -3.080 0.027 -0.070 0.046 0.096
H 3.481 1.645 -0.540 -0.013 -0.047 -0.029 0.075
H 4.997 0.794 -0.366 0.008 0.015 -0.061 0.097
H 3.101 -3.589 0.551 0.162 -0.075 -0.106 0.119
H -0.513 0.592 -0.371 0.141 -0.030 0.056 0.082
H -1.414 -0.458 0.702 0.110 0.014 0.032 0.010
H 0.305 -0.745 0.516 0.098 0.097 -0.184 0.091
C 3.648 4.712 0.963 0.002 -0.018 0.042 -1.630
Br 2.123 4.619 -0.205 -0.034 -0.052 0.042 0.581
Br 3.744 3.198 2.147 -0.019 0.001 -0.017 0.594
Br 5.268 4.925 -0.049 0.034 -0.005 -0.043 0.586
H 3.537 5.588 1.583 -0.024 0.027 -0.031 -0.030
C 9.037 3.780 -0.306 -0.093 -0.012 0.079 -1.651
Br 10.093 3.808 1.304 0.005 0.002 0.003 0.570
Br 10.126 4.065 -1.868 0.009 0.007 -0.011 0.572
Br 8.004 2.169 -0.457 0.136 0.012 -0.065 0.667
H 8.352 4.614 -0.244 0.007 0.014 0.013 -0.068
C -2.882 1.739 2.869 -0.034 -0.012 -0.084 -1.601
Br -4.110 1.999 1.408 0.045 -0.074 0.018 0.517
Br -2.978 -0.039 3.590 0.111 0.020 0.023 0.570
Br -1.088 2.176 2.334 0.099 0.144 0.087 0.602
H -3.167 2.426 3.653 0.001 0.010 0.002 -0.031
C -0.277 -0.024 -6.801 -0.016 -0.068 0.057 -1.648
Br 1.223 0.244 -5.625 0.027 0.010 0.036 0.575
Br -0.178 -1.722 -7.698 0.007 0.000 -0.002 0.554
Br -1.942 0.188 -5.868 -0.029 0.003 0.031 0.553
H -0.226 0.745 -7.557 -0.011 0.012 -0.027 -0.118
C -7.134 -2.097 3.425 0.014 -0.010 0.022 -1.650
Br -8.946 -2.480 2.915 -0.025 0.032 -0.096 0.556
Br -6.040 -3.679 3.393 0.007 -0.009 0.002 0.571
Br -6.364 -0.688 2.371 -0.142 -0.009 -0.056 0.539
H -7.162 -1.756 4.449 -0.012 -0.002 0.024 -0.100
C -9.317 -2.903 7.679 -0.065 -0.077 -0.013 -1.625
Br -7.983 -1.597 7.206 0.024 0.006 -0.051 0.606
Br -9.588 -4.211 6.298 0.089 0.038 0.094 0.570
Br -8.906 -3.715 9.372 -0.012 -0.049 0.030 0.571
H -10.249 -2.371 7.800 0.003 0.019 0.010 -0.029
C -1.039 2.518 -10.289 -0.034 -0.045 0.017 -1.636
Br 0.493 2.874 -9.179 0.063 0.053 0.002 0.604
Br -0.906 0.790 -11.119 0.000 -0.004 0.003 0.578
Br -2.671 2.695 -9.290 0.001 -0.006 0.005 0.579
H -1.050 3.260 -11.073 0.006 0.009 -0.002 -0.031
C -7.483 -7.673 9.787 -0.008 0.014 -0.009 -1.665
Br -6.421 -9.072 10.570 0.002 -0.003 0.004 0.573
Br -6.981 -7.339 7.963 -0.007 0.020 -0.023 0.559
Br -9.364 -8.042 9.947 0.001 0.019 -0.004 0.560
H -7.284 -6.770 10.345 -0.004 0.010 0.000 -0.041
C -6.570 5.192 1.437 0.020 -0.024 -0.002 -1.643
Br -5.902 4.997 3.233 -0.008 0.006 0.015 0.559
Br -5.178 5.707 0.215 0.003 -0.002 0.008 0.568
Br -7.486 3.610 0.842 -0.016 -0.007 0.009 0.559
H -7.294 5.993 1.457 -0.003 0.007 -0.004 -0.033
```
Positions in Å, forces in eV/Å.

(4)
ORCA calculation (wB97M-V/def2-TZVPD) on a structure of composition C4H10N2S.

Calculated values
lowest unoccupied orbital energy	0.761	eV
HOMO energy	-8.7	eV

```
17
Properties=species:S:1:pos:R:3:forces:R:3:lowdin_charge:R:1
C 0.741 -0.468 2.132 2.719 1.609 -0.002 -0.200
C 1.274 0.949 1.700 2.566 0.204 -5.327 -0.470
C -0.524 -0.181 -1.881 2.369 0.640 4.341 -0.692
C -1.694 -0.539 -1.105 -4.915 1.672 2.116 -0.121
H 0.985 -1.285 1.373 -0.876 1.434 0.765 0.097
H 1.459 -0.616 2.950 -0.908 -0.839 0.528 0.057
H -0.288 -0.263 2.393 -0.183 -0.931 0.373 0.041
H 2.249 0.763 0.836 -2.632 0.466 2.767 0.125
H 1.736 1.851 2.338 -1.800 -2.335 -0.937 0.101
H 0.934 1.236 -1.568 3.124 2.063 -2.856 -0.008
H -1.509 -0.210 0.206 -0.976 -1.058 -4.491 0.099
H -2.163 -1.630 -1.219 1.273 2.549 0.069 0.095
H -2.620 0.378 -1.720 2.376 -2.850 2.442 0.190
H -0.847 -1.481 -2.842 1.277 -0.260 -1.716 0.054
N 0.310 0.698 -1.137 -2.677 -0.453 3.641 -0.263
N -0.029 -0.826 -2.824 -1.486 -1.418 -1.561 0.125
S -0.015 1.623 0.368 0.747 -0.491 -0.151 0.771
```
Positions in Å, forces in eV/Å.

(5)
ORCA calculation (wB97M-V/def2-TZVPD) on a cluster of 3 separate species, C3H7O2 in total.

Calculated values
lowest unoccupied orbital energy	4.257	eV
HOMO energy	-2.5	eV
total charge	-1

```
12
Properties=species:S:1:pos:R:3:forces:R:3:lowdin_charge:R:1
C -1.685 -0.587 0.213 -3.177 -0.306 -0.796 -0.128
O -2.644 -1.341 -0.086 2.946 1.285 1.076 -0.101
H -0.838 -0.684 0.889 0.027 -1.084 0.197 0.053
H -1.733 0.447 -0.159 0.202 0.041 -0.384 0.060
H 4.563 -1.031 -0.714 -0.773 -0.019 0.547 0.005
C 1.262 1.771 0.555 -0.394 -1.440 -1.625 -0.122
C 0.985 0.763 -0.445 1.725 0.372 2.221 -0.527
O 1.008 -0.501 -0.164 -0.133 1.324 -0.980 -0.279
H 1.070 2.837 0.424 0.265 -0.228 -0.339 -0.037
H 1.793 1.458 1.470 -0.746 0.024 -0.309 -0.009
H 0.961 1.057 -1.545 -0.658 -0.009 0.949 0.078
H 3.910 -1.032 -0.301 0.717 0.038 -0.555 0.007
```
Positions in Å, forces in eV/Å.